{
  "formula": "C19H36AsMnNO6P2",
  "method": "ωB97M-V/def2-TZVPD",
  "gap_ha": [0.247, 0.267],
  "de_lowest_kj_mol": 0.0,
  "charge": 0,
  "spin_multiplicity": 6,
  "homo_ev": [-6.977, -7.558],
  "species": ["Mn", "O", "C", "O", "C", "C", "C", "C", "C", "N", "C", "O", "O", "H", "H", "H", "H", "C", "P", "C", "C", "C", "P", "C", "C", "H", "H", "H", "H", "H", "H", "H", "H", "H", "H", "H", "H", "H", "H", "H", "H", "C", "As", "C", "C", "O", "H", "H", "H", "H", "H", "H", "H", "H", "H", "C", "C", "C", "O", "H", "H", "H", "H", "H", "H", "H"],
  "xyz": [[0.40, -0.37, -0.31], [2.85, 3.00, 1.76], [2.03, 2.10, 1.19], [2.06, 0.93, 1.46], [1.10, 2.72, 0.19], [1.13, 4.08, -0.10], [0.17, 4.56, -0.98], [-0.80, 3.70, -1.47], [-0.75, 2.35, -1.12], [0.21, 1.87, -0.34], [-1.88, 1.40, -1.54], [-2.91, 1.95, -1.94], [-1.66, 0.17, -1.37], [3.40, 2.53, 2.40], [1.86, 4.72, 0.35], [0.16, 5.61, -1.25], [-1.61, 4.03, -2.10], [3.93, 0.91, -1.87], [3.02, -0.53, -1.17], [4.32, -1.28, -0.12], [3.01, -1.68, -2.60], [2.18, -1.14, -3.77], [0.52, -0.57, -3.20], [-0.54, -2.03, -3.48], [0.02, 0.52, -4.58], [4.82, 0.61, -2.42], [4.23, 1.57, -1.06], [3.28, 1.48, -2.53], [5.19, -1.58, -0.71], [3.91, -2.15, 0.39], [4.63, -0.56, 0.64], [2.56, -2.61, -2.23], [4.04, -1.90, -2.90], [2.09, -1.90, -4.56], [2.69, -0.28, -4.22], [-0.29, -2.55, -4.41], [-1.58, -1.69, -3.52], [-0.44, -2.69, -2.63], [0.06, 0.02, -5.55], [0.67, 1.40, -4.62], [-1.00, 0.86, -4.41], [-3.09, 1.67, 1.38], [-2.51, -0.14, 1.67], [-3.59, -1.28, 0.56], [-2.95, -0.55, 3.50], [-0.89, -0.36, 1.47], [-4.04, 1.83, 1.87], [-3.20, 1.86, 0.31], [-2.34, 2.34, 1.80], [-4.56, -1.44, 1.04], [-3.06, -2.23, 0.45], [-3.70, -0.82, -0.42], [-3.95, -0.21, 3.75], [-2.22, -0.07, 4.14], [-2.89, -1.63, 3.64], [0.60, -3.36, 1.71], [0.99, -3.45, 0.23], [0.37, -4.69, -0.42], [0.60, -2.32, -0.46], [0.94, -4.24, 2.26], [-0.48, -3.27, 1.80], [1.04, -2.47, 2.16], [2.09, -3.57, 0.19], [-0.72, -4.62, -0.37], [0.68, -5.61, 0.09], [0.66, -4.76, -1.47]],
  "lowdin_spin": [4.66, 0.00, 0.00, 0.02, 0.01, 0.00, 0.00, 0.00, 0.01, 0.02, 0.00, 0.00, 0.03, 0.00, 0.00, 0.00, 0.00, 0.01, 0.03, 0.01, 0.00, 0.00, 0.02, 0.00, 0.01, 0.00, 0.00, 0.00, 0.00, 0.00, 0.00, 0.00, 0.00, 0.00, 0.00, 0.00, 0.00, 0.00, 0.00, 0.00, 0.00, 0.00, 0.01, 0.00, 0.00, 0.04, 0.00, 0.00, 0.00, 0.00, 0.00, 0.00, 0.00, 0.00, 0.00, 0.00, 0.01, 0.00, 0.09, 0.00, 0.00, 0.00, 0.00, 0.00, 0.00, 0.00]
}

{
  "formula": "C22H25FN2O5S",
  "method": "ωB97M-V/def2-TZVPD",
  "gap_ha": 0.355,
  "de_lowest_kj_mol": 0.0,
  "smiles": "CCOC(=O)C1CCN(C(=O)c2ccccc2NS(=O)(=O)c2ccc(F)cc2C)CC1",
  "charge": 0,
  "spin_multiplicity": 1,
  "homo_ev": -9.026,
  "species": ["C", "C", "H", "H", "O", "C", "O", "C", "C", "C", "N", "C", "O", "C", "C", "C", "C", "C", "C", "N", "S", "O", "O", "C", "C", "C", "C", "C", "C", "C", "H", "H", "H", "H", "F", "H", "H", "H", "H", "H", "H", "H", "C", "H", "C", "H", "H", "H", "H", "H", "H", "H", "H", "H", "H", "H"],
  "xyz": [[1.33, 3.70, 1.28], [1.74, 3.49, -0.16], [0.89, 3.58, -0.83], [2.54, 4.18, -0.45], [2.21, 2.15, -0.37], [3.50, 1.89, -0.16], [4.33, 2.70, 0.13], [3.77, 0.40, -0.35], [3.34, -0.04, -1.75], [3.39, -1.56, -1.89], [2.56, -2.16, -0.86], [1.26, -2.41, -1.14], [0.82, -2.42, -2.28], [0.36, -2.64, 0.04], [0.33, -3.82, 0.76], [-0.52, -3.96, 1.84], [-1.34, -2.91, 2.21], [-1.33, -1.72, 1.48], [-0.50, -1.59, 0.38], [-0.48, -0.42, -0.38], [-1.35, 0.96, -0.08], [-1.16, 1.33, 1.29], [-0.94, 1.89, -1.09], [-3.07, 0.54, -0.36], [-3.41, -0.68, -0.91], [-4.74, -1.00, -1.14], [-5.69, -0.06, -0.81], [-5.36, 1.18, -0.28], [-4.03, 1.50, -0.05], [-3.63, 2.82, 0.50], [-3.17, 2.70, 1.47], [-2.89, 3.28, -0.15], [-4.49, 3.48, 0.59], [-6.15, 1.88, -0.05], [-6.99, -0.34, -1.02], [-5.03, -1.94, -1.57], [-2.64, -1.40, -1.17], [-0.09, -0.49, -1.30], [-1.96, -0.90, 1.77], [-1.99, -3.00, 3.06], [-0.54, -4.89, 2.39], [0.99, -4.63, 0.46], [3.04, -1.87, 0.47], [4.08, -2.22, 0.53], [2.98, -0.37, 0.73], [1.94, -0.04, 0.71], [3.39, -0.14, 1.72], [2.45, -2.41, 1.21], [4.41, -1.94, -1.78], [2.99, -1.87, -2.86], [2.32, 0.30, -1.94], [3.99, 0.42, -2.50], [4.84, 0.23, -0.21], [0.55, 2.98, 1.55], [2.18, 3.57, 1.94], [0.94, 4.70, 1.41]],
  "mulliken_charge": [-1.00, -0.50, 0.31, 0.50, -0.20, -0.05, -0.63, 0.49, -0.47, -1.28, 0.16, -0.07, -0.68, 0.17, -0.04, -0.72, -0.87, -0.64, 0.46, 0.02, 1.73, -0.72, -0.69, 0.18, -0.47, -0.86, 0.21, -0.92, 0.74, -1.56, 0.34, 0.33, 0.46, 0.46, -0.33, 0.49, 0.49, 0.40, 0.50, 0.43, 0.41, 0.52, -1.23, 0.48, 0.02, -0.25, 0.51, 0.53, 0.39, 0.54, 0.19, 0.45, 0.39, 0.14, 0.36, 0.40]
}

{
  "formula": "C7H20F9N8O15S3Y",
  "method": "ωB97M-V/def2-TZVPD",
  "gap_ha": 0.296,
  "de_lowest_kj_mol": 418.1,
  "charge": 0,
  "spin_multiplicity": 1,
  "homo_ev": -8.899,
  "species": ["Y", "C", "F", "F", "F", "S", "O", "O", "O", "C", "F", "F", "F", "S", "O", "O", "O", "C", "F", "F", "F", "S", "O", "O", "O", "O", "H", "H", "O", "H", "H", "C", "O", "N", "N", "H", "H", "H", "H", "C", "O", "N", "N", "H", "H", "H", "H", "C", "O", "N", "N", "H", "H", "H", "H", "C", "O", "N", "N", "H", "H", "H", "H"],
  "xyz": [[0.32, -0.12, 0.41], [1.76, -4.61, 1.63], [1.58, -5.83, 2.02], [2.25, -3.80, 2.61], [2.59, -4.60, 0.66], [0.10, -3.79, 1.04], [0.30, -2.31, 1.15], [-0.18, -4.23, -0.35], [-0.94, -4.15, 1.96], [-1.03, 1.77, -3.50], [-1.46, 0.54, -3.73], [-1.08, 2.49, -4.56], [-1.77, 2.52, -2.62], [0.71, 1.77, -2.72], [1.61, 1.24, -3.74], [1.12, 3.15, -2.34], [0.57, 0.92, -1.51], [-3.57, -1.96, -1.59], [-3.07, -1.80, -2.81], [-4.87, -2.24, -1.67], [-3.11, -3.05, -0.85], [-3.34, -0.47, -0.45], [-1.91, -0.31, -0.25], [-3.87, 0.64, -1.24], [-3.97, -0.81, 0.82], [2.45, -0.98, -0.16], [2.70, -1.75, -0.67], [3.22, -0.78, 0.37], [1.67, -0.39, 2.45], [1.55, -1.00, 3.18], [2.40, 0.16, 2.72], [-0.66, 3.33, 0.44], [-0.69, 2.14, 0.55], [-1.06, 3.99, -0.58], [-0.40, 4.16, 1.46], [-1.23, 4.98, -0.52], [-1.47, 3.39, -1.28], [-0.18, 3.80, 2.38], [-0.26, 5.16, 1.36], [2.81, 2.48, 0.74], [1.90, 1.71, 0.80], [3.86, 2.42, 1.45], [2.97, 3.45, -0.12], [4.72, 2.93, 1.33], [3.84, 1.74, 2.20], [3.86, 3.93, -0.06], [2.31, 3.61, -0.87], [0.20, -2.15, -2.69], [-0.03, -1.55, -1.66], [0.18, -3.47, -2.87], [0.74, -1.60, -3.77], [0.76, -3.90, -3.57], [-0.06, -3.97, -2.03], [1.03, -0.63, -3.80], [0.69, -2.24, -4.55], [-1.81, 0.03, 3.26], [-1.00, -0.11, 2.33], [-1.64, 0.85, 4.21], [-2.83, -0.76, 3.37], [-2.38, 1.18, 4.81], [-0.77, 1.28, 4.50], [-3.10, -0.93, 4.33], [-3.00, -1.42, 2.63]],
  "mulliken_charge": [1.01, 0.56, -0.19, -0.24, -0.22, 1.21, -0.31, -0.88, -0.70, 0.82, -0.14, -0.23, -0.40, 1.14, -0.81, -0.84, -0.12, 0.68, -0.19, -0.24, -0.22, 1.08, -0.37, -0.74, -0.75, -0.34, 0.23, 0.21, -0.23, 0.24, 0.04, 0.34, -0.51, -0.30, -0.41, 0.18, 0.41, 0.22, 0.15, 0.37, -0.46, -0.42, -0.27, 0.17, 0.12, 0.15, 0.23, -0.03, 0.46, -0.38, -0.22, 0.18, 0.41, 0.25, 0.15, 0.48, -0.42, -0.37, -0.39, 0.20, 0.20, 0.19, 0.26]
}

{
  "formula": "C25H17CrN2O3",
  "method": "ωB97M-V/def2-TZVPD",
  "gap_ha": [0.207, 0.213],
  "de_lowest_kj_mol": 430.2,
  "charge": 2,
  "spin_multiplicity": 4,
  "homo_ev": [-13.089, -14.394],
  "species": ["O", "C", "Cr", "C", "O", "C", "O", "C", "C", "C", "C", "C", "C", "C", "C", "C", "C", "C", "C", "C", "C", "C", "C", "C", "C", "C", "C", "C", "H", "H", "H", "H", "H", "H", "H", "H", "H", "H", "H", "H", "H", "H", "H", "C", "N", "N", "H", "H"],
  "xyz": [[1.90, 4.86, 1.16], [1.04, 4.43, 0.54], [-0.18, 3.59, -0.66], [1.08, 2.21, -0.63], [1.89, 1.35, -0.62], [0.87, 4.35, -2.06], [1.64, 4.77, -2.82], [-1.93, 4.92, -0.73], [-1.78, 4.41, 0.57], [-1.69, 3.03, 0.74], [-1.74, 2.14, -0.36], [-1.25, 0.80, -0.13], [-0.60, -0.20, 0.07], [0.15, -1.42, 0.34], [0.71, -2.06, -0.92], [0.35, -1.53, -2.18], [1.05, -1.93, -3.33], [2.00, -2.95, -3.22], [2.30, -3.55, -1.99], [1.67, -3.08, -0.84], [-0.65, -2.38, 1.30], [-1.67, -1.81, 2.09], [-1.99, -2.38, 3.33], [-1.34, -3.56, 3.72], [-0.49, -4.25, 2.85], [-0.27, -3.72, 1.57], [-1.84, 2.68, -1.65], [-1.93, 4.07, -1.85], [-1.94, 6.01, -0.88], [-1.76, 5.07, 1.44], [-1.54, 2.60, 1.72], [-0.45, -0.79, -2.25], [0.80, -1.47, -4.30], [2.49, -3.33, -4.11], [2.99, -4.40, -1.89], [1.94, -3.49, 0.14], [-2.16, -0.89, 1.75], [-2.75, -1.90, 3.95], [-1.56, -3.98, 4.70], [-0.03, -5.21, 3.12], [0.22, -4.34, 0.80], [-1.83, 2.01, -2.50], [-2.01, 4.48, -2.86], [1.40, -0.89, 1.17], [2.70, -0.24, 1.10], [3.73, 0.22, 1.23], [1.66, -1.92, 1.50], [0.81, -0.30, 1.91]],
  "lowdin_spin": [0.11, 0.14, 2.35, 0.01, 0.02, 0.03, 0.05, 0.04, 0.10, 0.03, 0.05, 0.01, 0.02, 0.00, 0.00, 0.00, 0.00, 0.00, 0.00, 0.00, 0.00, 0.00, 0.00, 0.00, 0.00, 0.00, 0.01, 0.03, 0.00, 0.00, 0.00, 0.00, 0.00, 0.00, 0.00, 0.00, 0.00, 0.00, 0.00, 0.00, 0.00, 0.00, 0.00, 0.00, 0.00, 0.00, 0.00, 0.00]
}

{
  "formula": "C27H54BI3N3O8",
  "method": "ωB97M-V/def2-TZVPD",
  "gap_ha": 0.280,
  "charge": 1,
  "spin_multiplicity": 1,
  "homo_ev": -11.253,
  "species": ["C", "C", "C", "O", "C", "N", "C", "N", "C", "C", "C", "I", "B", "O", "O", "C", "C", "N", "I", "C", "I", "O", "C", "C", "C", "C", "C", "C", "C", "C", "H", "H", "H", "H", "H", "H", "H", "H", "H", "H", "H", "H", "H", "H", "H", "H", "H", "H", "H", "H", "H", "H", "H", "H", "H", "H", "H", "H", "H", "H", "H", "H", "H", "H", "H", "H", "H", "H", "O", "C", "O", "C", "C", "C", "H", "H", "H", "H", "H", "H", "H", "H", "O", "C", "O", "C", "C", "C", "H", "H", "H", "H", "H", "H", "H", "H"],
  "xyz": [[1.61, -2.46, 4.08], [0.38, -1.47, 3.52], [1.11, -0.38, 2.53], [0.19, 0.48, 1.76], [-0.45, -0.30, 0.69], [-0.51, 0.36, -0.66], [-0.69, 1.83, -0.79], [-1.64, 2.74, -0.43], [-1.63, 4.24, -0.70], [-0.85, 5.11, 0.46], [-1.93, 6.22, 1.04], [0.81, 6.16, -0.55], [-2.90, 2.24, 0.31], [-2.77, 2.06, 1.80], [-4.20, 1.96, -0.33], [-4.58, 0.53, -0.07], [-5.04, -0.06, -1.57], [0.55, 2.28, -1.61], [-0.36, 2.21, -3.51], [1.61, 1.22, -1.80], [3.03, 1.35, -0.07], [2.56, 1.28, -2.90], [3.24, 2.57, -3.04], [4.91, 2.41, -3.04], [0.77, -0.09, -1.39], [0.31, -1.27, -2.41], [1.05, -1.34, -3.87], [-1.31, -1.38, -2.70], [-2.12, -2.37, -1.67], [-3.37, -3.02, -2.56], [2.40, -1.84, 4.72], [1.21, -3.38, 4.68], [2.25, -2.92, 3.17], [-0.01, -0.90, 4.47], [-0.39, -2.17, 3.01], [1.82, -0.98, 1.80], [1.84, 0.26, 3.22], [-1.59, -0.44, 1.04], [-0.01, -1.41, 0.69], [-1.18, 4.56, -1.73], [-2.77, 4.59, -0.72], [-0.50, 4.34, 1.28], [-1.47, 6.65, 2.03], [-3.00, 5.79, 1.25], [-2.03, 7.13, 0.28], [-3.67, 1.89, 2.21], [-3.69, -0.11, 0.34], [-5.51, 0.46, 0.68], [-5.77, 0.78, -2.00], [-4.10, -0.16, -2.25], [-5.59, -1.09, -1.48], [2.87, 3.42, -2.33], [3.00, 2.95, -4.14], [5.37, 2.67, -1.98], [5.42, 2.99, -3.92], [5.09, 1.23, -3.17], [1.52, -0.66, -0.66], [0.59, -2.30, -1.87], [0.94, -0.38, -4.52], [0.66, -2.32, -4.41], [2.21, -1.51, -3.65], [-1.86, -0.35, -2.80], [-1.40, -1.90, -3.77], [-1.47, -3.26, -1.29], [-2.55, -1.69, -0.80], [-3.53, -2.42, -3.58], [-3.09, -4.15, -2.79], [-4.34, -3.00, -1.88], [5.50, 1.58, 1.79], [6.10, 2.48, 2.37], [5.43, 3.40, 3.10], [6.04, 4.37, 3.96], [6.47, 5.60, 3.18], [7.59, 2.63, 2.22], [6.86, 3.93, 4.54], [5.28, 4.67, 4.69], [7.22, 5.35, 2.42], [6.88, 6.36, 3.84], [5.61, 6.03, 2.64], [7.80, 3.16, 1.29], [8.04, 1.63, 2.19], [8.07, 3.15, 3.05], [-3.18, -4.37, 0.27], [-3.56, -5.54, 0.28], [-3.19, -6.39, -0.70], [-3.42, -7.81, -0.69], [-4.81, -8.13, -1.20], [-4.51, -6.03, 1.34], [-3.23, -8.23, 0.30], [-2.68, -8.25, -1.36], [-5.59, -7.70, -0.57], [-4.97, -9.21, -1.24], [-4.95, -7.72, -2.21], [-5.53, -5.75, 1.06], [-4.25, -5.55, 2.29], [-4.46, -7.10, 1.52]],
  "mulliken_charge": [-1.00, -0.10, -0.44, -0.18, -1.34, 1.55, -0.70, 0.63, -1.11, -0.26, -1.01, 0.07, 0.67, -0.50, -0.49, -0.01, -0.76, -0.30, 0.26, -0.49, 0.25, -0.17, -0.28, -0.78, 0.22, 0.03, -1.23, -0.67, 0.70, -0.96, 0.26, 0.32, 0.25, 0.26, 0.16, 0.21, 0.25, 0.03, 0.60, 0.47, 0.44, 0.43, 0.34, 0.30, 0.34, 0.30, 0.01, 0.27, 0.34, 0.03, 0.28, 0.26, 0.34, 0.16, 0.32, 0.22, 0.27, 0.25, 0.09, 0.47, 0.30, -0.17, 0.56, 0.34, -0.51, 0.38, 0.21, 0.08, -0.59, 0.80, -0.37, -0.39, -0.98, -1.03, 0.38, 0.31, 0.27, 0.37, 0.30, 0.25, 0.31, 0.34, -0.53, 0.85, -0.37, -0.41, -0.98, -1.20, 0.36, 0.33, 0.27, 0.37, 0.30, 0.27, 0.32, 0.37]
}

- Which formula does entry 3 have?
  C7H20F9N8O15S3Y